Entry 1:
# C43H46LiO19S

C43H46LiO19S as an isolated structure in a non-equilibrium geometry (ωB97M-V/def2-TZVPD, OMol25).

```
! wB97M-V def2-TZVPD RIJCOSX def2/J DEFGRID3
* xyz -1 1
Li 4.894 29.956 12.665
S 6.456 29.436 15.475
O 6.052 29.769 14.164
O 5.399 28.642 16.047
O 7.638 28.651 15.457
O 6.664 30.571 16.401
C 6.922 31.473 11.256
O 5.490 31.542 11.440
H 7.400 32.520 10.857
H 7.159 30.791 10.493
H 7.422 31.203 12.253
H 5.282 31.950 10.609
C 9.026 25.637 14.983
C 9.630 24.458 15.369
C 9.221 23.244 14.797
C 8.267 23.252 13.789
C 7.653 24.485 13.383
C 8.020 25.676 14.018
O 7.487 26.797 13.594
O 9.744 22.115 15.361
H 9.353 26.676 15.506
H 10.406 24.357 16.042
H 8.098 22.218 13.303
H 6.908 24.524 12.659
H 7.523 27.438 14.418
H 9.085 21.552 15.005
C 7.232 26.287 17.968
C 8.265 25.825 18.657
C 8.013 25.272 20.005
C 6.749 25.097 20.428
C 5.686 25.367 19.492
C 5.909 26.182 18.345
O 4.925 26.817 17.705
O 8.980 24.984 20.905
H 7.544 26.771 16.980
H 9.088 26.240 18.267
H 6.725 24.554 21.192
H 4.685 25.017 19.785
H 4.979 27.528 17.188
H 9.857 24.779 20.696
C 2.616 26.625 12.893
C 2.439 25.332 12.310
C 3.203 24.247 12.746
C 4.219 24.443 13.700
C 4.402 25.748 14.296
C 3.474 26.818 14.016
O 3.491 28.101 14.442
O 2.976 22.950 12.395
H 1.815 27.430 12.823
H 1.532 25.294 11.360
H 4.674 23.639 14.159
H 5.109 25.747 15.176
H 4.268 28.078 15.004
H 2.447 22.846 11.793
C 2.876 31.266 16.025
C 1.880 32.166 15.499
C 0.595 32.125 16.010
C 0.267 31.329 17.121
C 1.245 30.509 17.665
C 2.574 30.508 17.116
O 3.547 29.735 17.590
O -0.307 32.909 15.454
H 3.961 31.239 15.647
H 1.900 32.792 14.697
H -0.937 31.134 17.346
H 0.974 29.992 18.494
H 4.350 29.403 17.006
H -1.102 32.901 15.947
C 13.398 28.611 16.702
C 12.396 28.683 15.678
C 11.012 28.907 16.035
C 10.789 28.934 17.478
C 11.803 28.876 18.445
C 13.124 28.765 18.107
O 14.100 28.736 19.068
O 10.079 29.063 15.128
H 14.282 28.380 16.292
H 12.720 28.806 14.780
H 9.668 28.772 17.638
H 11.533 29.101 19.476
H 13.971 29.274 19.788
H 9.163 29.062 15.393
C 8.841 35.818 14.966
C 7.691 35.100 15.389
C 7.522 33.745 15.297
C 8.391 32.970 14.451
C 9.486 33.619 13.919
C 9.731 34.993 14.141
O 10.777 35.570 13.587
O 6.378 33.116 15.802
H 9.293 36.847 15.071
H 7.050 35.725 16.030
H 8.238 32.012 13.881
H 10.184 33.135 13.278
H 11.360 34.895 13.529
H 6.258 32.217 15.916
C 9.796 30.745 21.204
C 9.467 31.447 20.005
C 8.417 31.045 19.220
C 7.723 29.903 19.614
C 8.077 29.164 20.712
C 9.077 29.653 21.511
O 9.429 29.093 22.729
O 8.079 31.687 18.128
H 10.531 31.304 21.798
H 9.932 32.288 19.590
H 6.839 29.643 19.168
H 7.330 28.451 21.226
H 8.787 28.442 23.062
H 7.465 31.336 17.460
*
```

LUMO level = 0.037 Eh
E_HOMO = -5.13 eV
Energy above the lowest of the compared OMol25 structures with the same formula, charge and spin = 3.3 kJ/mol
Frontier orbital gap = 6.145 eV
Calculated total energy = -95273.7616 eV



Entry 2:
# C43H47Cl2N4O2PbSSi3

C43H47Cl2N4O2PbSSi3 as an isolated structure in a non-equilibrium geometry (ωB97M-V/def2-TZVPD, OMol25).

```
! wB97M-V def2-TZVPD RIJCOSX def2/J DEFGRID3
* xyz 1 1
Pb -0.988 -0.005 -0.274
C -3.567 -1.970 2.049
Si -1.982 -2.961 2.455
C -1.642 -4.306 1.159
C -2.211 -3.788 4.167
C -0.539 -1.750 2.648
C -0.880 -0.442 3.145
C -0.825 -0.198 4.529
C -1.101 1.062 5.010
C -1.416 2.077 4.111
C -1.484 1.751 2.772
N -1.248 0.531 2.305
Si 1.331 -2.142 2.700
C 1.660 -3.092 4.333
C 2.246 -0.476 2.668
C 1.866 -3.218 1.238
H -4.394 -2.627 1.801
H -3.411 -1.306 1.204
H -3.877 -1.365 2.896
H -2.570 -4.667 0.725
H -1.148 -5.158 1.614
H -1.015 -3.947 0.351
H -3.056 -4.468 4.151
H -2.385 -3.061 4.954
H -1.335 -4.367 4.437
H -0.575 -1.007 5.193
H -1.066 1.263 6.071
H -1.602 3.084 4.444
H -1.728 2.498 2.028
H 1.390 -2.522 5.214
H 2.718 -3.322 4.403
H 1.124 -4.033 4.362
H 2.013 0.144 3.530
H 1.971 0.084 1.777
H 3.324 -0.606 2.648
H 1.286 -4.130 1.151
H 2.909 -3.500 1.340
H 1.763 -2.653 0.319
Cl 2.693 -3.260 -2.233
C 1.013 -3.547 -2.409
C 0.589 -4.685 -3.083
C -0.752 -4.938 -3.255
Cl -1.240 -6.353 -4.110
C -1.722 -4.049 -2.738
C -3.113 -4.224 -2.880
C -3.976 -3.307 -2.334
C -3.443 -2.208 -1.654
N -2.155 -2.015 -1.507
C -1.281 -2.895 -2.028
C 0.123 -2.611 -1.844
O 0.544 -1.597 -1.191
H 1.332 -5.368 -3.464
H -3.488 -5.081 -3.421
H -5.044 -3.420 -2.424
H -4.101 -1.467 -1.219
C -4.419 2.766 -4.034
N -4.649 2.485 -2.644
C -5.818 2.677 -1.955
C -5.616 2.286 -0.677
N -4.312 1.853 -0.593
C -3.719 1.971 -1.807
S -2.153 1.571 -2.280
H -5.335 3.145 -4.477
H -4.107 1.857 -4.548
H -3.623 3.503 -4.140
H -6.695 3.075 -2.424
H -6.278 2.283 0.163
H -3.854 1.530 0.243
O 0.676 1.519 -0.349
Si 2.026 2.193 -0.778
C 3.057 1.129 -1.994
C 2.928 1.276 -3.365
C 3.618 0.437 -4.226
C 4.459 -0.537 -3.717
C 4.591 -0.682 -2.348
C 3.883 0.140 -1.487
C 3.094 2.595 0.744
C 2.456 2.814 1.960
C 3.179 3.066 3.111
C 4.562 3.089 3.068
C 5.212 2.884 1.863
C 4.483 2.650 0.709
C 1.736 3.834 -1.723
C 0.447 4.248 -2.013
C 0.230 5.433 -2.693
C 1.303 6.216 -3.081
C 2.593 5.809 -2.787
C 2.809 4.620 -2.114
H 2.282 2.042 -3.770
H 3.502 0.546 -5.295
H 5.005 -1.187 -4.386
H 5.238 -1.446 -1.944
H 3.984 0.009 -0.419
H 1.376 2.774 1.994
H 2.664 3.243 4.045
H 5.132 3.269 3.967
H 6.291 2.899 1.823
H 5.005 2.501 -0.226
H -0.386 3.633 -1.710
H -0.779 5.746 -2.922
H 1.135 7.139 -3.616
H 3.435 6.414 -3.084
H 3.818 4.301 -1.895
*
```

LUMO level (alpha / beta) = -0.132 / -0.207 Eh
E_HOMO (alpha / beta) = -10.11 / -10.11 eV
Energy above the lowest of the compared OMol25 structures with the same formula, charge and spin = 186.5 kJ/mol
Frontier orbital gap (alpha / beta) = 6.515 / 4.479 eV
Calculated total energy = -120168.3618 eV



Question: Which formula does entry 2 have?
Answer: C43H47Cl2N4O2PbSSi3



Question: Which of these has the highest energy above the lowest of the compared OMol25 structures with the same formula, charge and spin?
Answer: C43H47Cl2N4O2PbSSi3



Question: The lowest energy above the lowest of the compared OMol25 structures with the same formula, charge and spin belongs to which entry?
Answer: C43H46LiO19S